Formula: C7H21NO3
Source: OMol25
Level of theory: the ωB97M-V functional and the def2-TZVPD basis

Calculated values
HOMO level = -9.086 eV
strongest force on any atom = 0.07700 Eh/bohr
total charge = 0
structure (SMILES) = C=CCCNCCC.O.O.O
orbital gap = 0.34873 Eh
energy = -559.6768 Eh

Last columns: bonded neighbours and bond lengths (Å).
Element x y z (Å)
1 O 3.134 -0.367 -0.563  H14 0.954, H24 0.961
2 H 0.444 1.630 0.914  C32 1.116
3 H -1.810 -0.236 1.706  C9 1.143
4 H -1.711 -1.678 -2.526  C7 1.132
5 H -0.418 2.181 3.558  C12 1.081
6 H -1.967 0.903 0.298  C9 1.106
7 C -1.944 -0.896 -1.742  H4 1.132, H10 1.118, C22 1.586, C31 1.505
8 H -0.705 -2.423 -0.801  C22 1.119
9 C -1.233 0.361 0.922  H3 1.143, H6 1.106, N28 1.496, C32 1.513
10 H -3.040 -0.879 -1.520  C7 1.118
11 O 1.421 -3.311 1.641  H21 0.974, H26 0.984
12 C -0.002 1.421 2.912  H5 1.081, C29 1.341, C32 1.528
13 H -1.905 1.298 -1.555  C31 1.116
14 H 4.050 -0.615 -0.661  O1 0.954
15 H -1.940 -1.878 0.177  C22 1.065
16 H 0.711 2.024 -2.639  O18 1.001
17 H 0.260 -0.052 -0.390  N28 1.024
18 O 1.629 1.649 -2.502  H16 1.001, H27 0.972
19 H -0.406 0.854 -2.043  C31 1.144
20 H 1.210 0.001 2.148  C29 1.120
21 H 1.628 -3.327 0.690  O11 0.974
22 C -1.195 -1.474 -0.469  C7 1.586, H8 1.119, H15 1.065, N28 1.473
23 H -1.674 0.550 -3.248  C31 1.101
24 H 3.148 0.594 -0.573  O1 0.961
25 H 1.498 0.246 3.944  C29 1.022
26 H 1.353 -2.348 1.829  O11 0.984
27 H 1.846 1.338 -3.397  O18 0.972
28 N -0.280 -0.601 0.286  C9 1.496, H17 1.024, C22 1.473
29 C 0.963 0.511 3.114  C12 1.341, H20 1.120, H25 1.022
30 H -1.074 2.485 1.177  C32 1.113
31 C -1.476 0.470 -2.168  C7 1.505, H13 1.116, H19 1.144, H23 1.101
32 C -0.516 1.571 1.481  H2 1.116, C9 1.513, C12 1.528, H30 1.113

Here are the Löwdin charges for atoms 1 to 2, given in e: -0.057, 0.109